Run w
17
Properties=species:S:1:pos:R:3 method="wB97M-V/def2-TZVPD" homo_ha=-0.2973 total_charge=0 homo_lumo_gap_ev=8.7 smiles="CSC(SC)C(N)=O"
C -2.326 -0.308 0.627
S -1.733 -0.607 -1.162
C 0.125 -0.316 -1.253
S 0.343 1.519 -1.012
C 0.519 1.782 0.741
C 0.901 -1.163 -0.191
N 2.147 -1.401 -0.659
O 0.470 -1.215 0.978
H -2.219 -1.356 1.344
H -3.437 -0.238 0.301
H -1.912 0.785 1.005
H 0.342 -0.703 -2.432
H 1.546 1.430 1.168
H -0.415 1.373 1.296
H 0.240 2.914 0.627
H 2.954 -1.634 -0.048
H 2.454 -0.863 -1.331

Run x
17
Properties=species:S:1:pos:R:3 method="wB97M-V/def2-TZVPD" homo_ha=-0.3324 total_charge=0 homo_lumo_gap_ev=9.4 smiles="CN[C@H](C=O)CSS"
C -1.333 -1.787 0.469
N -0.511 -0.717 1.054
C 0.409 -0.080 0.161
C 1.847 -0.393 0.511
O 2.124 -1.127 1.428
C 0.089 1.471 0.168
S 0.986 2.332 -1.082
S -0.376 2.946 -2.507
H -2.396 -1.482 0.461
H -1.001 -2.182 -0.498
H -1.496 -2.569 1.214
H -0.013 -1.178 1.807
H 0.279 -0.355 -0.909
H 2.634 -0.129 -0.214
H -1.005 1.558 0.033
H 0.255 1.815 1.183
H -0.492 1.878 -3.279

The data favor run x; the next most stable structure lies 1.518 eV above it.

Run w
8
Properties=species:S:1:pos:R:3 method="wB97M-V/def2-TZVPD" homo_ha="-0.3355 / -0.3817" total_charge=0 homo_lumo_gap_ev="7.0 / 9.4"
C 0.364 -0.119 0.601
C -1.371 -0.372 -0.348
N 1.298 0.497 -0.158
O 1.090 0.763 -1.332
O 2.338 0.754 0.452
Br -2.754 -1.098 0.519
H 0.421 -0.416 1.622
H -1.385 -0.009 -1.356

Run x
8
Properties=species:S:1:pos:R:3 method="wB97M-V/def2-TZVPD" homo_ha="-0.3557 / -0.3792" total_charge=0 homo_lumo_gap_ev="8.4 / 8.1"
C 0.143 0.335 -0.353
C 2.246 -0.310 0.208
N 2.588 -1.652 -0.061
O 1.732 -2.516 -0.038
O 3.813 -1.953 -0.090
Br 3.574 0.925 0.197
H -0.081 1.124 0.197
H -0.602 -0.296 -0.677

Run y
8
Properties=species:S:1:pos:R:3 method="wB97M-V/def2-TZVPD" homo_ha="-0.3731 / -0.3731" total_charge=0 homo_lumo_gap_ev="6.9 / 6.9"
C -0.052 0.067 0.009
C 0.639 1.169 -0.115
N 1.010 2.474 0.362
O 1.748 2.477 1.315
O 0.407 3.393 -0.108
Br 2.261 1.702 -2.402
H 0.071 -0.803 -0.528
H -0.843 0.278 0.619

The data favor run y; the next most stable structure lies 0.727 eV above it.

Run w
23
Properties=species:S:1:pos:R:3 method="wB97M-V/def2-TZVPD" homo_ha="-0.3074 / -0.3074" total_charge=0 homo_lumo_gap_ev="8.2 / 8.2"
C -0.290 -2.241 -0.209
C -1.926 0.039 -1.443
C -0.798 0.519 -0.728
C 2.745 1.678 0.162
C -1.523 -1.482 1.758
C 0.548 1.024 -0.895
C 1.245 1.362 0.388
N -0.413 -1.331 0.815
O -1.030 -3.197 -0.258
O -1.989 0.945 -0.395
H 0.492 -1.984 -0.902
H -2.166 0.385 -2.390
H -2.232 -0.969 -1.054
H 2.712 2.353 -0.702
H 3.369 0.866 0.148
H 3.155 2.366 0.983
H -2.125 -2.351 1.507
H -1.173 -1.606 2.726
H -2.278 -0.755 1.845
H 1.185 0.176 -1.482
H 0.461 1.710 -1.668
H 0.787 2.124 0.864
H 1.245 0.367 0.930

Run x
23
Properties=species:S:1:pos:R:3 method="wB97M-V/def2-TZVPD" homo_ha=-0.3111 total_charge=0 homo_lumo_gap_ev=9.4 smiles=C1CC2(CCN1)OCCO2
C -0.525 -1.647 -1.530
C 0.465 -1.294 -0.302
C 0.395 0.158 0.033
C 0.046 1.257 -1.050
C -0.969 0.768 -2.020
N -1.522 -0.626 -1.609
O 1.648 0.523 0.776
C 1.337 0.214 2.114
C -0.149 0.364 2.337
O -0.657 0.348 1.048
H 0.053 -1.751 -2.428
H -1.075 -2.662 -1.398
H -0.072 -1.636 0.590
H 1.389 -1.766 -0.524
H 1.031 1.662 -1.403
H -0.309 2.297 -0.567
H -0.470 0.687 -3.065
H -1.776 1.439 -2.114
H -2.141 -0.635 -0.863
H 1.897 0.913 2.724
H 1.660 -0.832 2.425
H -0.448 1.256 2.966
H -0.620 -0.482 2.843

The data favor run x; the next most stable structure lies 3.251 eV above it.

Run w
62
Properties=species:S:1:pos:R:3 method="wB97M-V/def2-TZVPD" homo_ha=-0.3131 total_charge=0 homo_lumo_gap_ev=8.7
C 2.619 -2.294 -4.650
C 1.460 -3.144 -4.505
C 1.441 -3.947 -3.226
C 1.392 -3.168 -2.025
H 0.596 -2.555 -2.224
H 2.282 -2.580 -1.920
C 1.472 -4.237 -0.663
N 1.171 -3.247 0.308
C -0.006 -3.111 0.942
O -0.957 -3.664 0.792
C -0.104 -2.148 2.172
N -0.176 -0.772 1.503
C 1.202 -0.045 0.969
O 2.017 -0.730 1.078
N 0.894 1.154 0.376
C -0.279 1.601 0.611
C -1.262 1.156 1.210
N -2.387 1.968 1.054
C -2.054 3.177 0.314
N -0.694 2.836 0.112
H -2.501 3.938 -0.053
C -3.883 1.636 1.494
H -4.421 2.750 1.496
H -3.829 1.238 2.535
C -4.742 0.970 0.250
C -4.690 1.552 -0.906
H -5.048 2.436 -0.912
H -3.839 1.717 -1.357
H -5.109 0.666 -1.549
C -5.901 0.581 1.108
H -6.593 -0.076 0.334
H -5.837 0.150 1.881
H -6.561 1.509 1.160
H -3.865 -0.053 0.381
C -1.286 -0.161 1.792
O -2.437 -0.685 2.497
C 2.024 1.899 -0.192
C 2.675 2.526 1.237
C 2.193 3.930 1.205
C 2.675 4.577 2.229
C 3.856 4.225 3.196
C 4.174 2.678 2.974
C 3.721 2.047 1.809
H 4.146 1.084 1.688
H 4.932 2.452 3.356
H 4.254 4.982 3.863
H 2.540 5.816 2.422
H 1.587 4.465 0.662
H 1.585 2.464 -0.964
H 2.695 0.886 -0.423
H -0.802 -2.198 2.836
H 0.993 -2.082 2.673
H 1.855 -2.422 0.629
H 2.322 -4.670 -0.568
H 0.526 -4.710 -0.633
H 0.685 -4.929 -3.090
H 2.574 -4.575 -3.306
H 0.524 -2.833 -4.593
H 1.371 -3.973 -5.385
H 2.575 -1.823 -5.394
H 3.632 -2.710 -4.731
H 2.602 -1.526 -3.880

Run x
62
Properties=species:S:1:pos:R:3 method="wB97M-V/def2-TZVPD" homo_ha=-0.3182 total_charge=0 homo_lumo_gap_ev=9.3 smiles="CCCCNC(=O)Cn1c(=O)c2c(ncn2CCC(C)C)n(Cc2ccccc2)c1=O"
C 2.387 -1.134 2.785
C 2.978 -0.722 4.129
C 2.576 0.682 4.582
C 3.152 1.826 3.739
N 2.485 1.992 2.465
C 1.269 2.554 2.376
O 0.661 3.018 3.315
C 0.710 2.574 0.940
N 0.382 1.233 0.465
C -0.962 0.842 0.591
O -1.812 1.591 1.024
C -1.149 -0.501 0.133
C -0.125 -1.255 -0.419
N -0.572 -2.481 -0.768
C -1.846 -2.474 -0.436
N -2.255 -1.318 0.114
C -3.581 -0.959 0.544
C -4.294 -0.130 -0.527
C -5.689 0.332 -0.092
C -6.226 1.343 -1.104
C -6.660 -0.838 0.043
N 1.137 -0.763 -0.542
C 2.171 -1.552 -1.201
C 2.123 -1.330 -2.690
C 2.870 -0.314 -3.271
C 2.794 -0.087 -4.635
C 1.968 -0.870 -5.423
C 1.213 -1.877 -4.845
C 1.288 -2.106 -3.483
C 1.416 0.500 -0.094
O 2.546 0.958 -0.164
H 2.853 -0.588 1.971
H 1.315 -0.942 2.766
H 2.546 -2.196 2.613
H 2.639 -1.429 4.891
H 4.067 -0.789 4.081
H 2.920 0.823 5.609
H 1.489 0.776 4.583
H 4.215 1.668 3.552
H 3.021 2.758 4.298
H 2.919 1.638 1.622
H 1.443 3.017 0.262
H -0.217 3.150 0.946
H -2.497 -3.314 -0.580
H -3.495 -0.365 1.457
H -4.126 -1.882 0.755
H -4.370 -0.712 -1.449
H -3.682 0.751 -0.727
H -5.596 0.830 0.878
H -5.559 2.198 -1.182
H -7.207 1.701 -0.800
H -6.317 0.885 -2.087
H -7.655 -0.471 0.284
H -6.720 -1.392 -0.892
H -6.356 -1.520 0.833
H 3.133 -1.234 -0.793
H 1.974 -2.597 -0.958
H 3.506 0.300 -2.651
H 3.380 0.702 -5.082
H 1.910 -0.693 -6.488
H 0.565 -2.486 -5.458
H 0.695 -2.883 -3.023

The data favor run x; the next most stable structure lies 24.985 eV above it.

Run w
7
Properties=species:S:1:pos:R:3 method="wB97M-V/def2-TZVPD" homo_ha=-0.3852 total_charge=0 homo_lumo_gap_ev=10.3
C 0.725 1.472 -1.870
C -0.340 -0.406 0.958
S 0.963 1.189 -3.347
Cl 0.353 -0.783 -0.563
Cl -2.082 -0.947 1.216
Cl 0.583 -1.215 2.267
H -0.202 0.689 1.340

Run x
7
Properties=species:S:1:pos:R:3 method="wB97M-V/def2-TZVPD" homo_ha="-0.3155 / -0.3155" total_charge=0 homo_lumo_gap_ev="5.5 / 5.5"
C -0.168 0.648 0.536
C -1.331 0.993 0.108
S -2.120 -0.337 -2.807
Cl 0.468 0.954 2.135
Cl -2.676 1.626 0.677
Cl -3.818 0.560 -2.637
H 0.306 0.096 -0.160

The data favor run w; the next most stable structure lies 2.114 eV above it.